78
Properties=species:S:1:pos:R:3:forces:R:3:mulliken_charge:R:1 method="wB97M-V/def2-TZVPD" lumo_energy_ev=0.363 e_above_lowest_kcal_mol=36.3 energy_ev=-57227.05787 gap_ha=0.254
I 0.570 4.428 -1.117 -0.001 -0.012 0.005 -0.22
Sr 0.307 0.668 0.045 0.159 -0.027 0.021 1.43
O 1.997 -1.070 0.564 -0.104 0.083 -0.016 -0.83
N -2.144 -0.789 -0.455 0.025 0.031 0.032 0.28
N -0.647 -0.789 2.267 -0.028 0.049 0.019 0.50
N -0.545 1.023 -2.565 -0.011 0.009 0.017 1.31
N 0.954 2.226 2.168 -0.059 0.028 -0.040 0.75
N 1.330 -0.839 -1.953 -0.116 0.070 0.068 1.97
N 2.221 -1.820 -1.622 0.043 -0.068 -0.037 -1.51
N -1.774 1.848 1.649 0.018 0.014 -0.086 0.96
C 1.842 4.282 3.790 0.004 -0.009 -0.003 -0.50
C -1.198 -3.032 2.884 0.007 0.000 -0.009 -0.90
C 1.910 -1.286 -4.299 0.000 0.000 0.022 -1.81
C -1.747 -1.621 -1.417 0.012 0.006 0.004 -0.33
C 2.456 -1.852 -0.318 -0.013 0.004 -0.008 -0.29
C -3.018 2.012 0.884 -0.072 0.011 0.015 -1.34
C -0.095 0.749 -4.890 0.027 -0.035 -0.007 -1.04
C -4.003 -0.186 -1.813 -0.003 0.004 0.002 -0.93
C 1.154 -0.596 -3.201 0.074 -0.086 0.019 -0.07
C 1.868 2.629 -0.962 -0.009 -0.065 -0.016 -1.06
C 4.524 -4.053 1.946 0.013 -0.021 0.003 -0.76
C 3.705 -3.034 1.484 -0.007 0.002 -0.008 -0.33
C 0.536 4.256 3.337 0.006 0.011 0.007 -1.09
C -1.052 1.697 -5.210 -0.030 0.028 0.012 -0.70
C -3.273 -0.097 -0.633 -0.036 0.007 -0.014 0.64
C -3.567 -1.031 -2.821 0.018 -0.009 0.004 -0.45
C 0.130 3.211 2.515 0.023 -0.013 0.060 0.33
C -1.768 -0.369 2.852 0.012 -0.011 -0.002 0.30
C 0.142 0.426 -3.555 -0.036 0.057 -0.019 0.68
C -2.369 -2.596 3.477 0.002 -0.002 -0.003 -0.57
C -3.784 0.739 0.517 0.026 -0.016 -0.006 -0.77
C -1.267 3.195 1.947 -0.044 -0.037 0.021 -0.86
C -0.370 -2.091 2.289 0.017 -0.010 -0.028 -0.12
C 3.360 -2.960 0.138 0.022 -0.005 0.036 0.62
C 4.667 -4.942 -0.280 -0.007 0.003 -0.010 -0.73
C 2.211 2.251 2.612 0.006 -0.006 -0.010 -0.58
C -1.989 1.125 2.907 0.022 -0.050 0.024 -1.02
C 5.007 -5.011 1.065 -0.007 0.014 0.010 -0.34
C 3.849 -3.923 -0.742 0.009 -0.002 -0.010 -0.18
C -2.657 -1.241 3.465 -0.006 0.015 -0.001 -0.86
C 2.702 3.257 3.424 -0.004 0.006 0.003 -0.85
C -2.424 -1.783 -2.614 -0.011 0.004 -0.004 -0.98
C -1.753 2.310 -4.188 0.018 -0.016 -0.001 -1.12
C -1.452 1.936 -2.887 -0.004 0.000 -0.019 -0.21
H 2.164 2.529 -2.014 0.023 0.026 0.001 0.36
H -1.238 1.956 -6.244 -0.002 0.003 0.001 0.42
H 0.558 -2.376 1.806 0.001 0.006 0.003 0.29
H 0.470 0.266 -5.674 0.000 0.000 0.007 0.51
H -4.798 1.057 0.267 -0.003 -0.001 0.000 0.63
H -1.943 3.721 2.639 -0.010 -0.016 0.004 0.39
H -2.988 1.339 3.314 -0.004 0.014 -0.010 0.16
H -0.162 5.039 3.602 -0.004 -0.003 -0.004 0.48
H -4.907 0.397 -1.935 0.001 0.002 0.005 0.41
H -3.713 2.643 1.463 0.019 0.004 0.015 0.46
H -2.776 2.573 -0.022 0.011 0.000 0.003 0.41
H 2.186 5.091 4.421 -0.001 0.000 0.000 0.41
H 2.842 1.430 2.290 0.002 0.000 -0.002 0.50
H -3.048 -3.297 3.946 0.001 -0.002 0.001 0.41
H 4.788 -4.098 2.996 0.003 -0.006 -0.001 0.39
H -1.268 1.505 3.634 -0.003 0.012 -0.004 0.57
H 2.579 -2.018 -3.860 0.005 -0.001 -0.016 0.35
H 3.578 -3.855 -1.786 0.002 -0.005 -0.002 0.40
H 2.733 3.067 -0.452 0.001 0.027 -0.014 0.36
H -1.251 3.769 1.018 0.022 -0.014 -0.015 0.32
H 1.230 -1.790 -4.991 -0.005 0.004 0.000 0.34
H 2.498 -0.568 -4.875 -0.008 0.004 -0.004 0.33
H 3.731 3.239 3.753 0.001 -0.004 -0.001 0.46
H -1.967 2.414 -2.062 0.007 0.002 0.009 0.04
H -3.875 0.093 1.392 0.004 0.001 -0.003 0.16
H -2.499 3.069 -4.377 0.000 -0.001 -0.013 0.51
H -4.120 -1.106 -3.749 0.004 -0.005 -0.003 0.42
H -3.561 -0.858 3.923 0.000 -0.009 0.004 0.44
H 5.043 -5.686 -0.970 -0.001 0.001 -0.002 0.39
H -2.048 -2.468 -3.362 -0.008 0.001 -0.005 0.48
H 5.647 -5.807 1.424 0.001 0.000 0.002 0.38
H 3.323 -2.278 2.157 -0.005 0.005 -0.013 0.41
H -0.922 -4.078 2.872 -0.009 -0.003 0.004 0.46
H -0.830 -2.170 -1.228 0.001 -0.001 0.005 0.54

---

98
Properties=species:S:1:pos:R:3:forces:R:3:mulliken_charge:R:1 method="wB97M-V/def2-TZVPD" lumo_energy_ev="4.041 / 4.041" total_charge=-2 energy_ev=-172880.47341 gap_ha="0.222 / 0.222"
La -0.947 -1.140 -0.448 -0.248 -0.035 0.328 1.72
Br -3.230 -3.509 2.960 -0.069 0.130 -0.147 -0.17
S 2.893 0.409 -1.820 -0.195 -0.372 -0.333 1.13
S -0.890 -0.324 2.825 -0.097 0.080 0.197 0.67
S -1.036 -4.193 -0.168 -0.229 0.082 -0.084 -0.57
O -1.928 0.103 1.891 -0.082 -0.121 0.179 -0.31
O -0.185 -0.820 -2.623 0.146 -0.002 -0.292 0.05
O 0.116 1.190 0.005 -0.011 -0.109 -0.147 0.57
O 3.742 -0.562 -2.603 0.007 0.140 0.207 -0.84
O -4.090 3.158 -0.823 -0.186 0.065 -0.131 -0.78
O -1.333 -0.912 4.071 -0.017 0.025 -0.084 -0.71
O -2.456 0.697 -1.060 -0.047 0.044 0.091 -0.40
O 0.198 4.003 1.000 0.236 0.126 -0.028 -0.71
O -2.256 5.307 0.052 -0.104 0.251 0.059 -0.70
N -3.890 -1.932 0.771 -0.029 0.085 -0.239 0.18
N 0.039 -1.214 1.933 0.543 -0.287 0.065 1.15
N -3.204 -3.596 -1.760 0.257 0.115 0.078 -1.29
N -3.444 -5.343 -0.356 0.162 -0.041 0.012 -0.53
N 1.531 -2.286 -0.019 -0.103 0.231 0.276 1.08
N -2.437 -2.513 -2.167 -0.169 0.069 -0.167 0.81
C 1.236 1.437 2.740 0.101 0.028 -0.010 0.49
C 3.545 -3.329 2.909 0.001 0.008 -0.061 -1.04
C -2.002 4.126 -0.029 0.119 -0.223 -0.057 0.02
C 2.372 3.171 -2.135 -0.102 -0.056 -0.071 0.25
C -4.132 -2.084 2.044 0.147 -0.134 0.463 -0.01
C 0.156 3.069 4.707 0.021 0.062 0.026 -0.78
C 2.732 3.838 -0.814 0.023 0.067 0.074 -1.09
C 3.112 -3.199 1.567 0.168 -0.093 0.055 1.77
C 1.176 -1.876 2.334 -0.115 0.096 -0.076 -0.54
C 4.974 -0.173 -0.040 -0.068 -0.016 0.025 -0.14
C 6.149 0.619 -0.596 0.066 0.056 -0.077 -1.53
C -2.802 -0.391 -5.108 0.019 0.038 -0.026 -0.64
C -2.137 -0.904 -3.991 -0.103 -0.033 -0.013 0.78
C 2.818 -2.736 3.902 -0.072 0.026 -0.002 -0.83
C -0.794 2.078 -0.073 0.187 0.104 -0.087 1.11
C -5.523 -0.175 0.730 -0.050 0.165 -0.076 0.71
C -2.639 -4.311 -0.829 -0.212 -0.036 -0.206 0.41
C -1.031 1.149 -5.530 0.085 0.036 0.024 -0.48
C -0.708 3.466 0.381 -0.283 -0.054 0.045 -0.14
C -0.336 0.656 -4.446 -0.077 0.047 -0.113 -0.33
C 1.637 -2.019 3.627 0.084 -0.055 0.116 -0.28
C -0.862 -0.374 -3.637 0.021 -0.244 0.128 0.37
C -6.264 0.863 -0.060 -0.070 0.016 -0.043 -1.49
C 0.024 1.118 3.322 -0.006 0.078 -0.038 0.27
C 1.922 2.569 3.158 -0.014 -0.036 -0.002 -0.31
C -2.905 3.039 -0.549 0.197 0.023 0.194 0.07
C -2.787 -2.013 -3.293 0.236 -0.048 -0.050 -0.98
C -0.523 1.932 4.307 -0.061 -0.031 0.052 -0.76
C -2.084 1.833 -0.612 -0.238 -0.042 -0.186 -0.57
C 1.953 -2.461 1.271 -0.044 -0.056 -0.084 -1.21
C 3.294 2.022 -2.536 0.173 0.058 0.037 -1.44
C -2.277 0.630 -5.879 -0.063 -0.048 0.014 -0.82
C -5.001 -1.301 2.790 -0.032 0.057 -0.158 -0.73
C 1.384 3.386 4.138 0.010 -0.022 -0.010 -0.51
C 2.198 -2.833 -0.999 0.150 -0.019 -0.072 -0.59
C 3.361 -3.610 -0.793 -0.106 0.067 -0.010 -0.90
C 3.644 0.559 -0.164 0.148 0.164 0.104 0.68
C 3.807 -3.785 0.480 -0.002 0.026 0.022 -0.95
C -4.600 -1.002 0.111 0.096 -0.303 0.260 -0.06
C -5.691 -0.319 2.105 0.030 -0.049 -0.093 -0.47
H 6.216 1.612 -0.143 -0.026 -0.013 0.025 0.32
H 1.906 4.285 4.442 -0.008 -0.007 -0.005 0.36
H 1.825 -2.649 -2.001 -0.007 -0.003 0.003 0.39
H 6.041 0.744 -1.674 -0.004 -0.018 0.016 0.23
H 3.744 1.623 0.050 0.023 -0.071 0.067 0.49
H 3.803 4.070 -0.784 -0.011 0.000 0.024 0.42
H 0.633 1.056 -4.171 -0.006 -0.017 0.010 0.30
H 5.124 -0.411 1.017 0.060 0.044 0.011 0.54
H 4.445 -3.896 3.122 -0.009 0.008 0.013 0.37
H -3.200 -5.609 0.583 -0.003 -0.021 0.077 0.28
H 3.209 1.791 -3.600 -0.045 0.043 0.003 0.52
H 2.902 0.154 0.523 -0.016 -0.102 -0.073 -1.53
H 2.861 2.829 2.683 -0.016 0.007 0.014 0.26
H -6.374 0.339 2.630 -0.002 -0.015 0.026 0.39
H -2.826 1.019 -6.726 0.008 0.007 0.000 0.36
H -1.476 1.673 4.751 0.019 -0.030 -0.022 0.45
H -4.425 -5.138 -0.482 -0.015 -0.004 0.005 0.26
H -3.770 -0.814 -5.363 0.004 0.007 -0.006 0.35
H -4.412 -0.939 -0.952 0.028 0.110 -0.006 0.16
H 2.173 4.762 -0.672 -0.008 -0.020 -0.045 0.45
H 1.066 -1.600 4.444 -0.020 0.018 -0.033 0.56
H 1.615 0.827 1.936 -0.023 -0.008 0.022 -0.30
H 2.415 3.908 -2.943 0.008 0.027 0.038 0.43
H -6.267 0.613 -1.120 0.012 -0.014 0.007 0.35
H 3.877 -4.029 -1.646 0.001 0.001 0.000 0.41
H 2.472 3.216 0.043 -0.032 0.019 -0.042 -0.15
H 3.138 -2.824 4.935 0.013 -0.009 -0.013 0.39
H -3.626 -2.490 -3.806 -0.028 0.049 -0.035 0.16
H 4.702 -4.365 0.683 -0.003 0.003 0.011 0.35
H -0.597 1.956 -6.112 -0.019 -0.004 -0.011 0.40
H 4.344 2.250 -2.328 -0.021 -0.025 -0.021 0.56
H -5.109 -1.455 3.853 -0.006 -0.016 0.003 0.43
H 7.097 0.107 -0.415 -0.019 -0.021 0.003 0.45
H -5.776 1.836 0.018 0.025 -0.003 0.009 0.17
H -7.300 0.947 0.277 0.025 0.019 0.023 0.45
H 4.902 -1.122 -0.573 -0.027 -0.025 0.019 0.04
H 1.338 2.814 -2.105 0.017 -0.005 0.031 -0.10
H -0.277 3.718 5.458 0.000 -0.011 -0.004 0.36